[1]
133
Properties=species:S:1:pos:R:3:mulliken_charge:R:1 method="wB97M-V/def2-TZVPD" homo_lumo_gap_ha=0.315 lumo_ev=-2.35 largest_force_ev_per_a=0.8 charge=+1
C 4.4018 -5.0006 -4.5374 -1.431
C 4.7160 -4.1558 -3.3061 -0.673
P 3.3345 -3.2365 -2.4635 0.261
C 1.8038 -3.8899 -3.2438 -0.629
C 0.5854 -2.9774 -3.0175 -0.794
N 3.3974 -4.0949 -0.8888 0.404
C 3.0088 -5.5174 -0.7391 -0.559
O 3.2280 -5.8891 0.5877 -0.481
C 2.2803 -5.3012 1.4416 -0.518
N 2.1629 -3.8544 1.1729 0.107
C 0.8011 -3.4291 0.7420 -0.399
C -0.1540 -3.2228 1.9231 -0.741
C -0.8990 -1.8878 1.8512 -0.600
C -2.1591 -1.8763 2.7200 -1.141
C -3.3604 -2.5390 2.0415 -0.581
C -3.8374 -1.8161 0.7664 -0.814
C -5.3440 -1.5004 0.7456 -1.177
C -5.7097 -0.0803 1.2232 -0.362
C -6.2614 0.8359 0.1196 -0.781
C -7.1524 1.9763 0.6338 -0.478
C -6.4018 3.2917 0.7014 -0.514
O -7.2366 4.2775 1.2700 -0.336
C -6.7610 5.5869 1.0337 -0.875
C 3.1129 -3.3962 0.2383 -0.544
N 3.7016 -2.2714 0.5315 0.062
C 4.7687 -1.5761 -0.1972 -0.845
C 5.4026 -0.5255 0.6966 -0.731
C 6.6271 0.1062 0.0176 -0.943
C 6.6546 1.6294 0.1399 -0.385
C 8.0241 2.2417 -0.1596 -0.948
C 7.8935 3.6452 -0.7122 -0.321
O 7.2886 4.4465 0.2796 -0.335
C 7.1572 5.8098 -0.0690 -0.686
H 4.0949 -4.3923 -5.3891 0.362
H 3.6076 -5.7248 -4.3468 0.334
H 5.2877 -5.5578 -4.8409 0.396
H 5.1859 -4.7780 -2.5405 0.418
H 5.4512 -3.3900 -3.5629 0.449
H 2.0627 -3.9237 -4.3068 0.493
H 1.5722 -4.9214 -2.9777 0.453
H -0.1100 -3.4048 -2.2953 0.067
H 0.8818 -1.9946 -2.6440 0.112
H 0.0248 -2.8395 -3.9402 0.314
H 1.9641 -5.6769 -1.0281 0.426
H 3.6631 -6.1139 -1.3716 0.360
H 2.6324 -5.4773 2.4553 0.344
H 1.2887 -5.7491 1.3043 0.436
H 0.9080 -2.4969 0.1817 0.565
H 0.3937 -4.1718 0.0463 0.281
H -0.8883 -4.0322 1.9408 0.279
H 0.4129 -3.2922 2.8535 0.403
H -1.1735 -1.7004 0.8072 0.408
H -0.2285 -1.0728 2.1387 0.369
H -2.4210 -0.8494 2.9871 0.415
H -1.9453 -2.3940 3.6607 0.389
H -4.1829 -2.5788 2.7594 0.530
H -3.1160 -3.5821 1.8165 0.253
H -3.2860 -0.8745 0.6661 0.516
H -3.5805 -2.4005 -0.1207 0.326
H -5.8641 -2.2312 1.3695 0.500
H -5.7252 -1.6492 -0.2673 0.530
H -4.8151 0.3777 1.6580 0.291
H -6.4419 -0.1259 2.0325 0.254
H -6.8092 0.2328 -0.6069 0.473
H -5.4179 1.2704 -0.4297 0.280
H -7.5203 1.7486 1.6378 0.184
H -8.0311 2.1067 0.0000 0.271
H -5.4936 3.1780 1.3142 0.271
H -6.0804 3.5982 -0.3036 0.356
H -6.8292 5.8505 -0.0271 0.367
H -5.7202 5.6941 1.3611 0.358
H -7.3809 6.2713 1.6097 0.306
H 3.3934 -1.8668 1.4063 0.452
H 4.3517 -1.0964 -1.0825 0.368
H 5.4919 -2.3319 -0.5177 0.410
H 4.6557 0.2505 0.8804 0.352
H 5.6763 -0.9594 1.6621 0.601
H 6.6156 -0.1498 -1.0471 0.450
H 7.5402 -0.3281 0.4332 0.370
H 6.3395 1.9266 1.1433 0.341
H 5.9200 2.0319 -0.5614 0.152
H 8.5647 1.6309 -0.8900 0.409
H 8.6323 2.2805 0.7474 0.357
H 7.2661 3.6153 -1.6168 0.078
H 8.8663 4.0670 -0.9957 0.504
H 7.3773 6.4185 0.8073 0.302
H 6.1375 6.0236 -0.4049 0.239
H 7.8505 6.0869 -0.8688 0.256
C -1.7712 -6.2069 -4.9559 -0.900
C -2.5909 -5.0995 -4.3235 -0.214
O -2.2555 -3.8119 -4.8300 -0.494
H -0.7049 -6.0280 -4.8063 0.149
H -2.0274 -7.1745 -4.5222 0.335
H -1.9576 -6.2646 -6.0302 0.334
H -2.3979 -5.0432 -3.2510 0.194
H -3.6601 -5.2944 -4.4516 0.331
H -2.4427 -3.7984 -5.7738 0.292
C 2.0568 3.2570 -2.0566 -1.190
C 2.4363 1.7923 -2.1020 -0.205
O 3.4249 1.4565 -1.1234 -0.395
H 2.9343 3.8856 -2.2071 0.254
H 1.3284 3.4885 -2.8345 0.371
H 1.6097 3.5142 -1.0933 0.377
H 2.8907 1.5412 -3.0602 0.304
H 1.5512 1.1579 -1.9783 0.191
H 3.0703 1.6814 -0.2569 0.225
C -5.1825 4.3020 4.9455 -0.917
C -6.6461 4.3200 5.3458 0.134
O -7.4280 5.1506 4.4965 -0.535
H -4.7693 5.3113 4.9592 0.272
H -4.6029 3.6750 5.6250 0.375
H -5.0685 3.8994 3.9346 0.099
H -6.7637 4.7277 6.3497 0.343
H -7.0400 3.2987 5.3594 -0.070
H -7.3459 4.8002 3.6011 0.306
C -9.7701 0.3662 6.5794 -1.187
C -8.5646 0.5889 5.6886 -0.012
O -7.3869 0.8956 6.4275 -0.527
H -9.9528 1.2448 7.1977 0.302
H -10.6610 0.1698 5.9812 0.325
H -9.6140 -0.4911 7.2386 0.341
H -8.7256 1.4492 5.0379 0.222
H -8.3974 -0.2839 5.0467 0.245
H -7.1945 0.1599 7.0163 0.288
C 7.0946 6.8912 -3.7367 -1.058
C 6.1901 5.6941 -3.9535 0.410
O 4.8103 6.0371 -3.9787 -0.513
H 6.8282 7.4063 -2.8133 0.252
H 8.1380 6.5769 -3.6753 0.297
H 7.0110 7.6046 -4.5593 0.402
H 6.2888 4.9896 -3.1269 -0.333
H 6.4731 5.1651 -4.8705 0.301
H 4.6610 6.6567 -4.6993 0.287

=====

[2]
141
Properties=species:S:1:pos:R:3:mulliken_charge:R:1 method="wB97M-V/def2-TZVPD" homo_lumo_gap_ha=0.284 lumo_ev=-0.11 largest_force_ev_per_a=2.1 smiles="CC1(C)CCCC(C)(C)N1O.CC1(C)CCCC(C)(C)N1O.CC1(C)CCCC(C)(C)N1O.NC(N)=O.NC(N)=O.NC(N)=O.CCO.CCO.CCO"
C 3.2460 1.8870 -4.1422 -1.586
C 2.0557 1.0934 -4.6523 1.130
C 1.4722 1.8939 -5.8392 -1.693
C 2.5788 -0.2696 -5.1206 -0.855
C 1.4729 -1.2862 -5.3933 -0.808
C 0.5380 -1.3816 -4.1954 -1.294
C -0.0343 -0.0281 -3.7591 1.371
C -1.1385 0.3976 -4.7296 -1.276
C -0.6448 -0.2091 -2.3726 -0.603
N 1.1102 0.8731 -3.5574 1.130
O 0.7065 2.1053 -2.9603 0.618
H 3.8054 1.4056 -3.3314 -0.105
H 3.9716 2.0380 -4.9435 0.500
H 2.9138 2.8665 -3.7917 0.291
H 0.9734 2.7870 -5.4716 0.210
H 2.2817 2.0775 -6.5465 0.524
H 0.7630 1.2795 -6.3919 0.354
H 3.1200 -0.1445 -6.0597 0.434
H 3.2126 -0.6600 -4.3208 0.130
H 0.9226 -1.0530 -6.3099 0.396
H 1.9192 -2.2635 -5.5971 0.464
H 1.0457 -1.9161 -3.3862 0.317
H -0.3417 -2.0008 -4.4072 0.472
H -1.3410 1.4662 -4.6651 -0.033
H -2.0630 -0.1310 -4.5073 0.406
H -0.8415 0.1647 -5.7517 0.443
H -1.2956 0.6336 -2.1326 -0.555
H 0.1245 -0.2477 -1.6012 -0.834
H -1.2674 -1.1024 -2.2899 0.960
H 1.0267 2.0069 -2.0529 -0.155
C 6.6497 -1.3136 -1.2045 -1.594
C 6.0927 -1.6988 0.1928 1.441
C 6.9656 -2.8001 0.7807 -1.940
C 6.2176 -0.4871 1.1202 -1.362
C 5.1041 0.5346 0.8427 -0.819
C 3.7329 -0.0716 1.0681 0.827
C 3.4884 -1.2954 0.1849 2.184
C 2.3888 -2.1284 0.8430 -2.300
C 3.1232 -0.8692 -1.2347 -1.015
N 4.7104 -2.1142 0.1736 0.422
O 4.5148 -3.3584 -0.4413 -0.495
H 6.3420 -0.3049 -1.4917 0.283
H 7.7369 -1.3034 -1.1232 0.488
H 6.2809 -1.9669 -1.9959 0.265
H 6.5144 -3.2511 1.6651 0.420
H 7.2031 -3.6157 0.0943 0.352
H 7.9232 -2.3667 1.0832 0.433
H 6.0522 -0.8236 2.1464 0.344
H 7.1532 0.0518 0.9798 0.521
H 5.2877 1.3957 1.4909 0.474
H 5.1631 0.8792 -0.1951 0.096
H 3.0206 0.7350 0.8935 -1.327
H 3.5497 -0.3118 2.1218 0.419
H 2.0898 -2.9794 0.2346 0.325
H 1.5367 -1.5215 1.1555 0.299
H 2.8063 -2.5492 1.7619 0.587
H 3.9550 -0.4298 -1.7946 0.040
H 2.3083 -0.1412 -1.2233 -0.269
H 2.8157 -1.7069 -1.8698 0.614
H 4.6089 -3.2211 -1.3961 0.346
C -6.7497 -1.2158 1.3343 -1.668
C -5.5787 -1.2080 2.3233 1.478
C -5.2918 0.1900 2.8689 -1.871
C -5.9842 -2.0796 3.5380 -1.289
C -5.9842 -3.5845 3.2934 -0.817
C -4.6208 -3.9818 2.7486 -1.038
C -4.2193 -3.1935 1.4927 1.738
C -2.7639 -3.5763 1.1999 -1.686
C -5.1107 -3.6089 0.3170 -1.784
N -4.3211 -1.7850 1.8579 0.133
O -3.6553 -0.9702 0.9115 1.169
H -7.4444 -2.0480 1.3972 0.336
H -7.2707 -0.2514 1.3000 0.482
H -6.4048 -1.2138 0.2881 0.281
H -4.7415 0.7556 2.1153 0.242
H -6.2254 0.7052 3.0908 0.449
H -4.6867 0.1316 3.7732 0.312
H -5.2381 -1.9005 4.3211 0.281
H -6.9320 -1.7229 3.9521 0.361
H -6.1986 -4.0639 4.2545 0.488
H -6.8221 -3.9283 2.6771 0.333
H -4.6148 -5.0666 2.6027 0.448
H -3.8868 -3.7792 3.5314 -0.029
H -2.5349 -4.5986 1.4853 0.370
H -2.1463 -2.8945 1.7853 0.100
H -2.5229 -3.3834 0.1545 0.375
H -6.1503 -3.8016 0.5741 0.338
H -4.7697 -4.5884 -0.0502 0.482
H -5.0119 -2.9256 -0.5260 0.170
H -2.8975 -0.6459 1.4178 0.212
N -1.3037 0.0268 5.0680 -0.216
C -1.7234 -1.2679 5.3040 0.497
N -1.6898 -2.0499 4.1899 -0.056
O -2.0983 -1.6320 6.4040 -0.726
H -1.3320 0.4593 4.1604 0.156
H -1.2873 0.6041 5.8883 0.208
H -2.0282 -2.9910 4.2131 0.148
H -1.3836 -1.6165 3.3331 -0.042
N 3.5289 3.9638 -1.3124 -0.361
C 2.6214 3.9456 -0.3081 0.501
N 2.6414 4.9878 0.5717 -0.460
O 1.7360 3.0822 -0.2546 -0.368
H 3.4812 3.2145 -1.9798 0.017
H 4.2777 4.6308 -1.3336 0.173
H 2.1206 4.9539 1.4272 0.244
H 3.3013 5.7218 0.3948 0.149
N 0.7769 1.2541 2.0005 -0.063
C -0.4130 0.8509 1.4575 -0.008
N -0.8485 1.5907 0.4066 0.053
O -1.0536 -0.1080 1.8865 -0.289
H 1.1103 0.6601 2.7386 0.103
H 1.3532 1.8260 1.4061 -0.108
H -0.2282 2.1893 -0.1108 -0.012
H -1.7898 1.4023 0.1082 -0.241
C -2.4322 5.6603 -2.4457 -1.415
C -1.3118 4.6546 -2.3616 0.183
O -1.7425 3.4393 -3.0286 -0.571
H -2.1470 6.6084 -1.9874 0.400
H -3.3316 5.3292 -1.9208 0.304
H -2.7089 5.7940 -3.4904 0.328
H -1.0239 4.3723 -1.3472 0.131
H -0.4620 5.0360 -2.9337 0.216
H -0.9250 3.0351 -3.3592 0.031
C 2.1232 0.4363 6.8755 -1.178
C 2.4880 0.7027 5.4101 0.284
O 3.4466 1.7595 5.3595 -0.562
H 2.0076 1.4360 7.3039 0.330
H 2.8843 -0.0897 7.4510 0.311
H 1.1993 -0.1333 6.9822 0.275
H 1.5585 1.0277 4.9293 0.000
H 2.8986 -0.1784 4.9231 0.307
H 3.1101 2.4728 5.9087 0.300
C -5.3448 0.7761 -1.0117 -1.122
C -3.9166 1.1540 -1.3779 0.436
O -3.8450 1.5357 -2.7339 -0.544
H -5.3430 0.2746 -0.0406 0.025
H -5.7356 0.0888 -1.7653 0.458
H -6.0221 1.6263 -0.9327 0.332
H -3.2671 0.3033 -1.1427 0.015
H -3.6494 1.9857 -0.7046 0.274
H -3.1265 2.1800 -2.8308 0.344

=====

[3]
136
Properties=species:S:1:pos:R:3:mulliken_charge:R:1 method="wB97M-V/def2-TZVPD" homo_lumo_gap_ha=0.314 lumo_ev=0.43 largest_force_ev_per_a=2.3 e_above_lowest_kj_mol=275.77 smiles="CCN(CC)CC.CCN(CC)CC.CCN(CC)CC.CCN(CC)CC.CN(C)C=O.CN(C)C=O.CN(C)C=O.CN(C)C=O"
C 4.4971 -2.0982 -1.6730 -0.952
C 3.7615 -1.4059 -2.8049 -0.756
N 2.3745 -1.8104 -2.9320 0.841
C 2.2170 -3.2482 -3.1010 -0.498
C 0.8372 -3.7782 -3.3423 -1.419
C 1.6258 -1.0657 -3.9550 -0.628
C 2.2731 -1.0604 -5.3614 -1.419
H 5.3761 -1.5078 -1.4274 0.448
H 4.7997 -3.1100 -1.9470 0.308
H 3.7686 -2.2126 -0.8681 -0.053
H 3.7872 -0.3299 -2.6072 0.428
H 4.3389 -1.5577 -3.7306 0.382
H 2.8944 -3.6169 -3.8908 0.427
H 2.5174 -3.7753 -2.1859 0.380
H 0.7818 -4.8681 -3.2344 0.372
H 0.0500 -3.5271 -2.6273 0.183
H 0.4698 -3.6526 -4.3660 0.379
H 1.4684 -0.0500 -3.5858 0.401
H 0.6387 -1.4950 -4.1081 0.155
H 2.1959 -2.0535 -5.8060 0.296
H 3.2939 -0.6915 -5.3493 0.342
H 1.6664 -0.4209 -6.0074 0.438
C 2.9794 -3.5645 2.3868 0.343
C 3.3986 -4.2076 3.7110 -1.299
N 4.1356 -3.3348 4.6337 0.072
C 3.3167 -2.2137 5.1125 -0.591
C 3.6860 -1.7718 6.5377 -1.246
C 5.3276 -2.7670 4.0105 -0.191
C 6.4955 -3.7243 3.8301 -1.418
H 3.7330 -3.7403 1.6205 0.232
H 2.6406 -2.5525 2.6108 0.181
H 2.0685 -3.9875 1.9656 -0.409
H 2.4813 -4.5132 4.2251 0.473
H 3.9792 -5.1258 3.6046 0.426
H 3.3454 -1.3267 4.4646 0.285
H 2.2767 -2.5529 5.1067 0.475
H 4.7481 -1.6803 6.7638 0.307
H 3.1576 -0.8197 6.6267 0.313
H 3.3547 -2.4838 7.2948 0.326
H 5.6498 -1.9010 4.5922 0.454
H 5.1717 -2.3496 3.0050 0.223
H 6.8833 -4.3049 4.6710 0.328
H 7.4108 -3.3226 3.3868 0.385
H 6.1860 -4.4787 3.0939 0.288
C -2.6110 0.2227 -3.4956 -1.094
C -2.4664 0.2314 -5.0032 -0.390
N -2.4026 1.5498 -5.5702 0.286
C -1.3423 2.4268 -5.0764 0.139
C -1.6327 3.9158 -5.3413 -1.578
C -2.4805 1.5274 -7.0241 -0.534
C -3.9290 1.2809 -7.5348 -1.230
H -3.2918 0.9523 -3.0591 0.223
H -1.6337 0.3398 -3.0068 -0.036
H -2.8979 -0.7322 -3.0416 0.549
H -1.7107 -0.5027 -5.3339 0.251
H -3.3535 -0.2967 -5.3775 0.329
H -1.2576 2.2503 -4.0056 0.093
H -0.3551 2.2778 -5.5367 0.028
H -1.0562 4.4977 -4.6260 0.392
H -1.4090 4.1366 -6.3836 0.468
H -2.7023 4.0960 -5.2103 0.321
H -1.8622 0.7292 -7.4679 0.315
H -2.0044 2.3909 -7.4893 0.463
H -4.5901 0.8617 -6.7808 0.344
H -3.8104 0.6288 -8.3990 0.336
H -4.4258 2.2053 -7.8338 0.306
C -3.0104 7.7037 -1.2591 -1.427
C -1.9769 6.6026 -1.4443 -0.006
N -2.0094 5.6602 -0.3144 0.032
C -0.7905 4.8688 -0.2480 -0.624
C -0.7883 3.9818 0.9978 -0.268
C -3.2252 4.8317 -0.3194 -0.892
C -3.3606 3.7813 -1.4308 -0.617
H -3.0890 8.1217 -0.2598 0.336
H -4.0390 7.4075 -1.5051 0.346
H -2.9093 8.4405 -2.0653 0.427
H -2.1228 6.0349 -2.3733 -0.091
H -0.9924 7.0667 -1.5149 0.500
H 0.0405 5.5524 -0.0532 0.497
H -0.6235 4.2563 -1.1419 0.141
H -1.2208 4.4045 1.9063 0.302
H 0.2110 3.6027 1.2232 0.436
H -1.4020 3.0962 0.8162 -0.450
H -3.4051 4.3764 0.6543 0.108
H -4.0510 5.5347 -0.4193 0.535
H -3.2035 4.2796 -2.3953 0.248
H -2.6110 3.0031 -1.2980 0.012
H -4.4016 3.4841 -1.5539 0.552
C 0.8896 -1.8401 0.1170 0.092
N 0.2262 -0.5841 0.3620 0.330
C 0.8553 0.3886 1.2133 -0.485
C -0.7670 -0.1831 -0.4512 -0.167
O -1.2339 0.9356 -0.5425 -0.393
H 0.7983 -2.5620 0.9293 0.374
H 1.9309 -1.6520 -0.1409 -0.025
H 0.4776 -2.3686 -0.7409 -0.520
H 1.3764 1.1967 0.7002 0.371
H 0.0864 0.9498 1.7694 -0.225
H 1.3048 -0.0791 2.0903 0.253
H -1.0695 -0.9275 -1.2033 0.312
C 0.2542 4.0044 4.8731 -0.830
N 0.5115 2.8225 5.6634 0.131
C 0.1972 1.5492 5.0610 -0.647
C 0.7693 2.8998 6.9885 0.098
O 0.6743 1.9498 7.7389 -0.577
H 0.6437 3.8213 3.8712 0.240
H 0.7972 4.8428 5.3167 0.350
H -0.7852 4.3436 4.8357 0.275
H -0.8181 1.5662 4.6511 0.113
H 0.7480 1.4086 4.1189 0.232
H 0.4733 0.7040 5.6780 0.334
H 1.0930 3.8742 7.3709 0.324
C -0.4656 -8.2818 1.4342 -0.933
N -0.0233 -6.9321 1.1379 0.186
C 0.1827 -6.0740 2.2843 -0.575
C 0.0092 -6.4227 -0.1157 0.039
O 0.1993 -5.2513 -0.3782 -0.521
H 0.1234 -8.7363 2.2337 0.318
H -0.3277 -8.8893 0.5407 0.313
H -1.4854 -8.3323 1.8249 0.338
H -0.6906 -5.4718 2.5395 0.325
H 0.4358 -6.6922 3.1479 0.379
H 1.0852 -5.4840 2.1693 -0.049
H -0.1391 -7.1767 -0.9049 0.272
C -4.4704 2.2780 3.9079 -0.797
N -4.6702 1.5379 2.6770 0.228
C -3.5252 1.3371 1.8014 -0.745
C -5.8856 1.1430 2.2601 0.061
O -6.1211 0.5279 1.2397 -0.568
H -3.5529 1.8622 4.3321 0.180
H -5.2660 2.1580 4.6386 0.368
H -4.2945 3.3471 3.7678 0.267
H -3.7749 0.7723 0.9065 0.282
H -3.2750 2.2823 1.3131 0.026
H -2.6512 0.9384 2.3086 0.255
H -6.7038 1.4775 2.9160 0.298